11 unconnected molecules or ions with the total composition C98H219Br2N4O2P4 in a non-equilibrium geometry. Source: the Open Molecules 2025 dataset; level of theory: ωB97M-V with the def2-TZVPD basis set.

Geometry as XYZ:
```
329
Properties=species:S:1:pos:R:3:forces:R:3
C 2.974 -3.659 -5.822 0.589 1.806 0.488
C 2.575 -2.771 -6.991 -0.940 -0.545 1.198
C 1.502 -1.844 -6.487 -0.684 0.073 1.135
C 0.869 -1.154 -7.643 -0.205 0.864 -1.680
P -0.293 0.175 -7.221 -0.673 0.516 1.045
C -1.647 0.209 -8.370 -1.163 -0.148 -0.307
C -2.760 1.225 -8.030 -1.560 -0.833 -0.588
C -4.113 0.903 -8.818 1.348 0.662 0.711
C -4.854 -0.264 -8.179 0.174 -1.799 0.057
C -0.833 -0.064 -5.484 -0.823 -0.133 -0.070
C -1.695 -1.304 -5.140 -0.085 -0.046 -0.435
C -1.574 -1.615 -3.662 -0.128 -0.330 0.684
C -2.435 -2.821 -3.220 -0.058 1.120 -0.154
C 0.527 1.800 -7.287 0.694 -0.190 0.894
C 1.893 1.717 -6.470 -1.130 0.552 -2.088
C 2.890 2.720 -7.018 0.608 -0.205 0.514
C 4.282 2.529 -6.402 -0.983 1.120 0.692
H 2.192 -4.304 -5.552 -1.217 -0.994 0.269
H 3.152 -3.007 -4.932 -0.003 -0.359 -0.470
H 3.846 -4.238 -5.959 1.030 -0.640 -0.394
H 2.165 -3.327 -7.829 0.475 -0.181 -0.262
H 3.327 -2.063 -7.255 1.110 -0.139 -0.783
H 2.010 -1.120 -5.853 -0.102 0.160 0.279
H 0.719 -2.307 -5.839 0.651 -0.067 -0.548
H 0.414 -1.905 -8.338 0.112 0.799 0.496
H 1.648 -0.594 -8.230 -0.497 -0.680 0.214
H -2.088 -0.801 -8.492 0.343 0.376 0.187
H -1.241 0.495 -9.340 0.190 -0.155 -0.184
H -2.445 2.232 -8.270 0.135 0.207 0.184
H -3.116 1.142 -6.998 0.652 0.267 0.195
H -3.867 0.700 -9.879 -0.357 0.102 0.498
H -4.730 1.830 -8.757 0.340 -0.716 -0.204
H -4.304 -1.268 -8.182 -0.425 1.331 -0.531
H -5.772 -0.415 -8.756 0.010 -0.200 0.328
H -5.102 -0.209 -7.097 0.032 0.763 -0.593
H -1.353 0.783 -5.002 0.393 0.182 -0.770
H 0.117 -0.092 -4.963 0.283 -0.186 0.341
H -1.351 -2.207 -5.643 0.065 -0.042 -0.390
H -2.758 -1.189 -5.445 0.592 0.223 0.146
H -1.949 -0.760 -3.039 0.893 -0.430 -0.485
H -0.482 -1.842 -3.487 -1.005 0.453 0.232
H -2.426 -3.676 -3.869 0.248 -0.370 -0.452
H -3.466 -2.502 -3.104 -0.271 0.038 -0.188
H -2.133 -3.116 -2.243 0.328 -0.447 0.793
H -0.121 2.541 -6.784 0.028 -0.261 -0.546
H 0.707 2.047 -8.354 -0.131 0.002 0.610
H 2.255 0.747 -6.721 0.715 -0.830 0.478
H 1.708 1.864 -5.419 -0.051 -0.173 0.485
H 2.534 3.699 -6.783 -0.258 0.908 0.041
H 2.968 2.649 -8.091 -0.124 -0.090 -0.502
H 4.967 3.333 -6.702 -0.037 -0.489 -0.209
H 4.630 1.545 -6.664 0.559 -0.286 0.144
H 4.148 2.666 -5.309 0.359 -0.495 -0.365
C -6.227 0.172 5.582 -1.611 -0.867 1.051
C -5.889 1.275 4.601 0.693 -0.008 0.655
C -4.359 1.471 4.440 -0.705 0.729 -0.267
C -3.655 1.906 5.722 -0.895 0.087 0.048
P -4.071 3.584 6.379 0.071 -1.889 0.874
C -2.747 3.781 7.591 -0.991 -0.597 -1.145
C -1.474 4.139 6.861 1.316 0.670 -0.752
C -0.270 3.832 7.741 -0.580 -0.770 0.058
C 1.056 4.174 7.100 -1.115 0.810 0.127
C -4.189 4.808 5.089 -0.521 1.410 1.102
C -4.615 6.237 5.723 0.552 -0.728 -0.719
C -5.050 7.167 4.581 0.404 -1.233 -0.799
C -3.932 7.466 3.588 -0.217 0.838 0.450
C -5.556 3.523 7.438 -0.767 0.239 -0.947
C -5.425 2.602 8.672 0.018 -0.322 0.723
C -6.584 2.735 9.725 0.226 1.672 -1.210
C -7.855 2.198 9.111 -0.286 -0.009 0.517
H -6.113 -0.814 5.136 0.582 -0.112 -0.075
H -7.328 0.130 5.835 0.956 0.524 -0.263
H -5.729 0.176 6.561 0.092 0.120 -0.397
H -6.264 2.215 4.996 -0.569 0.171 -0.341
H -6.435 0.949 3.714 0.372 0.765 -0.429
H -4.060 2.251 3.727 -0.556 -0.228 -0.389
H -3.945 0.561 4.055 0.622 -0.568 0.000
H -2.589 1.905 5.524 0.293 -0.039 0.128
H -3.889 1.199 6.523 0.253 0.182 0.187
H -2.848 2.762 8.040 0.986 0.609 -0.282
H -3.074 4.453 8.370 0.238 0.559 0.183
H -1.477 5.212 6.534 -0.155 -0.610 0.592
H -1.278 3.609 5.888 -0.650 0.015 0.817
H -0.380 2.758 7.927 0.447 -0.215 -0.080
H -0.439 4.239 8.733 0.325 0.570 0.145
H 1.874 3.975 7.736 0.970 -0.412 0.677
H 1.082 5.238 6.901 0.053 0.375 -0.128
H 1.156 3.673 6.160 0.174 -0.482 -0.605
H -4.988 4.524 4.432 -0.527 -0.452 -0.434
H -3.267 4.807 4.484 -0.226 0.254 0.447
H -3.658 6.644 6.138 -1.049 -0.112 0.231
H -5.466 6.175 6.484 1.462 -0.156 -0.914
H -5.261 8.105 5.003 -0.881 1.217 0.705
H -5.929 6.781 4.017 0.335 0.215 0.660
H -3.623 6.619 3.009 -0.102 -0.375 -0.730
H -3.055 7.761 4.146 0.391 0.243 0.208
H -4.229 8.353 2.995 0.266 -0.757 -0.122
H -6.391 3.305 6.692 0.567 0.353 1.476
H -5.616 4.551 7.842 -0.420 -0.322 -0.401
H -4.432 2.858 9.117 -0.966 -0.567 0.016
H -5.485 1.526 8.401 0.603 0.606 -0.094
H -6.727 3.788 10.057 0.214 -0.463 -0.336
H -6.398 2.198 10.633 0.625 -0.522 0.314
H -7.607 1.254 8.641 -0.321 -0.268 -0.360
H -8.378 2.869 8.435 0.261 0.039 -0.306
H -8.557 1.997 9.905 -0.354 -0.192 0.190
C -6.905 -2.335 0.799 1.171 -0.448 -0.488
C -8.333 -1.864 0.857 -0.084 0.778 -0.787
C -8.695 -1.159 -0.488 -0.828 0.038 0.981
C -9.130 -2.165 -1.532 1.150 -0.693 -1.241
P -9.864 -1.387 -2.981 -0.743 0.339 0.936
C -11.497 -0.807 -2.459 0.285 0.434 -0.725
C -12.474 -1.937 -2.188 -0.329 0.584 -0.246
C -13.727 -1.290 -1.520 1.558 -2.058 0.400
C -14.894 -2.229 -1.605 -0.469 0.042 0.604
C -8.942 0.036 -3.537 0.198 0.362 0.679
C -7.453 -0.241 -3.814 -0.831 -0.541 0.624
C -6.669 1.014 -4.052 0.975 0.427 0.519
C -6.975 1.793 -5.309 -1.145 0.693 -0.351
C -10.064 -2.576 -4.261 -0.051 -2.122 -1.507
C -8.986 -3.707 -4.494 1.338 1.255 1.613
C -9.379 -4.725 -5.489 -0.744 -1.845 -0.643
C -9.607 -4.272 -6.946 1.675 0.845 1.072
H -6.185 -1.525 0.579 -0.496 0.005 0.129
H -6.694 -3.091 0.007 -0.404 0.281 0.611
H -6.599 -2.735 1.757 0.110 -0.356 0.135
H -8.431 -1.147 1.682 -0.091 -0.091 -0.166
H -9.036 -2.691 1.061 0.291 0.341 -0.144
H -7.927 -0.455 -0.825 0.255 -0.432 0.040
H -9.564 -0.514 -0.339 -0.099 0.072 0.321
H -9.881 -2.839 -1.117 -0.007 -0.052 -0.047
H -8.321 -2.817 -1.965 -0.457 0.569 0.756
H -11.884 -0.113 -3.217 0.059 -0.195 -0.057
H -11.389 -0.185 -1.569 0.238 -0.072 0.123
H -11.946 -2.659 -1.571 -0.478 -0.335 0.320
H -12.751 -2.446 -3.133 -0.007 0.309 0.535
H -13.922 -0.418 -2.079 -0.381 1.304 -0.406
H -13.459 -1.037 -0.468 -0.333 -0.010 -0.693
H -15.253 -2.399 -2.603 0.117 0.007 -0.710
H -15.717 -1.775 -1.089 -0.611 0.009 0.423
H -14.704 -3.202 -1.165 0.130 -0.116 0.204
H -9.080 0.826 -2.769 0.278 -0.436 -0.103
H -9.535 0.412 -4.349 -0.065 0.178 -0.914
H -7.359 -0.976 -4.629 0.112 0.163 0.265
H -7.101 -0.670 -2.857 0.236 -0.216 -0.659
H -5.595 0.772 -4.014 -0.202 -0.088 -0.259
H -6.783 1.630 -3.153 -0.230 0.236 -0.122
H -6.487 2.780 -5.279 0.115 -0.495 -0.228
H -8.066 2.055 -5.417 0.925 -0.456 0.175
H -6.688 1.222 -6.203 -0.008 0.341 0.167
H -10.166 -2.098 -5.235 -0.059 0.510 0.089
H -11.043 -3.093 -4.142 0.562 0.330 0.270
H -8.685 -4.213 -3.546 -0.652 0.298 -0.441
H -8.013 -3.279 -4.818 -0.552 0.251 0.027
H -10.267 -5.291 -5.125 0.204 0.515 -0.235
H -8.607 -5.522 -5.474 -0.171 0.503 -0.160
H -10.374 -3.505 -7.020 -0.289 -0.204 -0.204
H -9.832 -5.166 -7.482 -0.393 -0.260 -0.810
H -8.654 -3.818 -7.351 -0.923 -0.525 0.289
C 12.448 -6.217 -1.340 2.007 0.279 0.413
C 11.573 -4.990 -1.376 -0.235 1.134 0.248
C 10.093 -5.255 -1.127 -0.108 -0.618 -0.484
C 9.258 -4.069 -1.645 0.130 -0.781 -0.144
P 7.496 -4.047 -1.375 -0.069 0.806 0.798
C 6.931 -2.479 -2.072 0.091 0.410 -0.805
C 7.777 -1.309 -1.600 0.938 -0.303 -0.934
C 7.150 0.025 -1.879 -0.522 0.782 -0.396
C 7.058 0.380 -3.388 0.283 0.343 1.029
C 6.647 -5.353 -2.241 0.258 -0.087 0.893
C 5.129 -5.209 -2.365 0.953 -0.984 -0.505
C 4.568 -6.410 -3.158 -0.745 -0.367 0.838
C 4.252 -7.653 -2.310 -0.527 0.093 0.117
C 7.338 -4.003 0.485 -0.101 -0.256 -0.907
C 6.994 -5.376 1.082 -1.276 0.549 -0.896
C 6.938 -5.518 2.579 0.587 1.382 0.010
C 8.173 -4.935 3.278 -0.727 -1.586 1.375
H 12.122 -7.082 -1.865 -0.914 -0.517 -0.742
H 12.660 -6.591 -0.333 -0.131 0.309 0.057
H 13.448 -6.014 -1.798 -0.726 0.080 0.480
H 11.654 -4.470 -2.355 0.135 -0.307 0.517
H 11.848 -4.250 -0.584 0.363 -0.433 -0.697
H 9.936 -5.563 -0.085 -0.206 0.412 -0.100
H 9.859 -6.138 -1.727 -0.374 -0.022 -0.002
H 9.487 -3.941 -2.694 -0.158 -0.115 -0.561
H 9.523 -3.118 -1.236 0.643 0.575 0.721
H 5.908 -2.190 -1.828 -0.209 -0.623 0.341
H 6.949 -2.557 -3.168 0.074 -0.263 0.115
H 8.773 -1.228 -2.082 -0.370 -0.630 0.067
H 7.968 -1.542 -0.569 0.025 0.769 0.922
H 7.838 0.736 -1.445 -0.279 0.602 0.495
H 6.149 0.092 -1.450 0.137 0.090 0.410
H 8.062 0.633 -3.702 0.241 -0.229 -0.492
H 6.457 1.287 -3.604 0.053 -0.721 0.293
H 6.690 -0.491 -3.903 -0.235 -0.054 -0.699
H 6.918 -6.192 -1.614 -0.071 -0.810 -0.144
H 7.166 -5.456 -3.190 -0.064 -0.073 -0.255
H 4.953 -4.294 -2.926 -0.420 0.197 0.264
H 4.711 -5.210 -1.353 -0.283 0.381 -0.212
H 5.241 -6.864 -3.849 0.853 0.765 -1.102
H 3.681 -6.029 -3.669 0.018 -0.456 -0.198
H 4.986 -7.801 -1.528 0.106 0.173 0.442
H 4.273 -8.597 -2.853 0.029 0.223 -0.444
H 3.252 -7.595 -1.902 -0.145 0.050 0.539
H 6.591 -3.211 0.639 0.156 -0.126 0.492
H 8.318 -3.687 0.855 -0.087 0.263 -0.139
H 7.685 -6.117 0.732 0.471 -0.452 -0.490
H 5.996 -5.618 0.690 0.193 -0.363 -0.028
H 6.877 -6.576 2.748 -0.239 -0.470 0.485
H 6.048 -5.001 2.973 0.265 -0.397 -0.003
H 8.193 -3.884 3.271 -0.098 1.605 -0.356
H 9.141 -5.290 2.913 -0.222 -0.260 0.124
H 8.015 -5.182 4.355 0.733 -0.007 -0.651
C -1.891 6.413 0.178 0.317 2.448 -1.725
C -1.812 6.681 -1.338 1.370 0.591 -1.297
C -0.418 6.297 -1.942 -0.242 -0.474 1.119
N -0.166 6.691 -3.405 0.012 1.334 0.983
C -1.053 5.963 -4.312 0.838 -0.532 -0.441
C 1.243 6.347 -3.758 0.890 -0.173 0.608
C 2.064 7.495 -3.171 0.782 0.203 0.969
C 1.164 8.756 -3.247 0.304 -1.134 -0.438
C -0.218 8.173 -3.615 0.026 1.227 -0.007
H -1.639 5.393 0.359 0.213 -0.610 0.588
H -2.923 6.676 0.435 0.384 -0.253 0.513
H -1.176 7.183 0.559 -0.590 -1.047 0.665
H -1.936 7.741 -1.624 -0.274 -0.278 0.820
H -2.597 6.182 -1.848 -0.698 -0.763 -0.542
H -0.280 5.191 -1.933 0.044 0.706 0.086
H 0.343 6.783 -1.267 -0.459 -0.463 -1.092
H -0.733 4.947 -4.108 -0.528 -0.604 -0.527
H -0.780 6.281 -5.336 -0.488 -0.298 0.497
H -2.088 6.100 -4.073 -0.494 0.253 0.031
H 1.370 6.314 -4.854 -0.363 -0.037 0.470
H 1.417 5.354 -3.311 0.222 0.299 -0.426
H 3.014 7.638 -3.705 -0.375 -0.153 0.092
H 2.339 7.347 -2.100 -0.192 -0.300 -0.841
H 1.562 9.407 -4.003 -0.252 0.291 -0.621
H 1.238 9.341 -2.347 -0.456 -0.039 0.513
H -0.424 8.320 -4.678 0.011 0.017 0.148
H -1.026 8.631 -3.045 0.002 -0.238 -0.163
C 2.913 1.036 7.940 1.240 0.406 0.558
C 1.969 -0.150 7.912 1.653 -0.299 -0.505
C 2.148 -0.802 6.557 0.817 -0.126 -0.841
N 1.405 -2.117 6.322 -0.915 1.116 0.995
C -0.093 -1.908 6.399 0.110 1.215 -1.528
C 1.771 -3.090 7.390 1.894 -0.723 -0.466
C 1.691 -4.464 6.731 -0.116 1.101 -0.605
C 2.207 -4.167 5.287 -0.347 -0.254 0.286
C 1.816 -2.706 5.017 -0.201 -0.681 -1.082
H 2.590 1.801 7.273 -0.265 0.557 -0.728
H 4.004 0.864 7.736 -1.002 -0.329 0.146
H 2.852 1.479 8.929 0.155 0.111 0.217
H 1.008 0.318 8.070 -0.595 -0.715 0.328
H 2.374 -0.845 8.671 -1.058 0.282 0.024
H 3.246 -1.042 6.432 -1.126 -0.016 0.120
H 1.911 -0.131 5.714 -0.303 -0.237 0.359
H -0.609 -2.771 5.988 0.146 -0.095 -0.104
H -0.326 -0.988 5.796 0.041 -0.890 0.390
H -0.421 -1.771 7.408 0.152 0.149 0.629
H 1.177 -2.989 8.282 -0.126 0.300 0.153
H 2.835 -2.843 7.576 -0.506 -0.378 0.388
H 0.680 -4.860 6.864 0.141 -0.082 -0.621
H 2.374 -5.135 7.174 0.528 -0.789 0.796
H 1.776 -4.880 4.567 0.232 0.435 0.143
H 3.307 -4.245 5.243 -0.482 -0.156 0.159
H 0.994 -2.640 4.312 -0.431 0.063 0.200
H 2.601 -2.133 4.531 0.406 0.136 0.422
C -2.346 0.422 0.032 -0.256 0.791 0.933
C -1.036 -0.290 0.348 0.586 1.059 -0.010
C 0.043 0.848 0.340 -0.327 -2.066 0.864
N 1.446 0.310 0.190 -0.245 -1.114 -0.661
C 1.754 -0.739 1.218 0.308 -1.228 -0.891
C 2.410 1.404 0.287 0.252 1.886 1.980
C 3.674 1.023 -0.434 0.801 1.283 -0.399
C 3.126 0.171 -1.584 1.320 -1.441 0.984
C 1.785 -0.352 -1.158 -2.221 0.076 -0.246
H -2.335 0.896 -0.965 -0.097 -0.598 0.193
H -2.434 1.285 0.731 -0.155 -0.526 -0.211
H -3.207 -0.235 0.215 0.121 0.257 -0.376
H -0.890 -1.057 -0.420 0.414 0.029 0.110
H -1.017 -0.743 1.357 -0.366 0.139 -0.523
H 0.019 1.341 1.316 -0.028 -0.054 -0.007
H -0.155 1.557 -0.426 0.170 0.492 -0.908
H 2.680 -1.256 0.850 -0.619 0.795 0.799
H 0.968 -1.535 1.224 0.495 0.949 -0.028
H 1.859 -0.277 2.183 0.043 0.043 0.421
H 2.540 1.581 1.386 0.001 0.190 -0.945
H 1.959 2.318 -0.170 0.212 -0.838 0.242
H 4.435 0.453 0.155 -0.770 0.486 -0.213
H 4.127 2.013 -0.779 -0.284 -1.517 0.292
H 3.809 -0.677 -1.679 0.011 0.019 -0.386
H 3.042 0.654 -2.515 -0.033 0.840 -1.047
H 1.703 -1.436 -0.968 0.148 0.530 -0.444
H 1.006 -0.031 -1.885 0.365 -0.258 0.545
C 10.457 -0.101 0.626 0.002 0.387 -0.021
C 9.723 -0.450 1.897 1.144 0.663 0.817
C 9.443 0.793 2.711 -1.554 -0.268 1.080
N 8.482 0.485 3.909 0.979 -0.859 0.126
C 9.128 -0.553 4.809 0.977 0.856 -0.619
C 7.099 0.014 3.425 -0.798 0.808 1.125
C 6.138 1.188 3.861 2.066 0.042 0.304
C 6.806 1.716 5.186 1.102 0.582 -0.961
C 8.331 1.749 4.726 -1.348 0.241 -0.652
H 9.889 0.669 0.119 0.055 0.410 -0.263
H 10.402 -0.952 -0.011 0.365 -0.723 -0.652
H 11.501 0.219 0.733 -0.374 -0.097 0.139
H 10.313 -1.066 2.538 0.773 -0.784 0.234
H 8.864 -1.043 1.667 -0.961 0.025 -0.119
H 8.840 1.483 2.129 0.239 0.412 -0.128
H 10.326 1.291 3.174 -0.509 -0.442 -0.619
H 8.702 -0.511 5.785 -0.860 -0.109 0.549
H 10.173 -0.217 4.980 -0.426 -0.503 -0.420
H 9.060 -1.551 4.382 0.061 0.167 0.004
H 6.801 -0.954 3.848 0.383 0.459 0.184
H 7.174 -0.130 2.371 -0.322 0.046 -0.619
H 5.074 1.018 3.978 0.155 -0.604 -0.278
H 6.318 1.950 3.066 -0.496 -0.107 0.711
H 6.624 1.211 6.147 0.147 -0.611 -0.701
H 6.445 2.716 5.399 0.202 0.375 -0.154
H 9.163 1.752 5.427 -0.400 0.192 0.361
H 8.498 2.574 3.995 -0.340 -0.357 0.746
C 4.050 -3.226 1.816 0.557 0.363 -0.121
C 4.832 -1.908 2.113 1.346 1.551 0.549
O 4.731 -1.454 3.296 -0.691 -0.897 -1.220
O 5.628 -1.364 1.238 -1.878 -1.605 0.670
H 4.300 -3.600 0.811 -0.160 -0.002 0.324
H 2.950 -3.138 1.907 0.612 0.126 0.063
H 4.398 -3.932 2.589 -0.309 0.120 -0.433
Br 0.167 2.627 -2.904 0.092 -0.032 -0.128
Br -0.667 1.064 3.986 0.279 -0.118 -0.018
```
Positions in Å, forces in eV/Å.

The calculation puts the total energy at -10746.8489 a.u. The highest occupied orbital energy is -15.341 eV. The spin multiplicity is 1. Its largest force on an atom is 3.01 eV Å⁻¹. The molar mass comes out at 1769.56 g mol⁻¹. The total charge is +5. For the HOMO-LUMO gap, the calculation gives 8.4 eV.

Here are the Löwdin charges for atoms 1 to 5, given in e:
1 C -0.093
2 C -0.231
3 C -0.313
4 C -0.269
5 P 1.011